The following is a DFT calculation (ωB97M-V/def2-TZVPD) of a structure of composition C37H36INO10P2PbS2.

Atoms and positions in Å:
Pb 1.09061 0.42938 0.88787
O 1.57743 1.29532 3.35671
C 0.78906 0.74668 4.38064
C 0.27262 -0.63893 4.08963
C 0.01238 -1.52175 5.13160
C -0.44992 -2.79080 4.83598
C -0.59019 -3.15144 3.50506
C -0.28431 -2.21721 2.53157
N 0.09186 -0.97756 2.81825
H 2.36479 0.73148 3.23483
H -0.06097 1.42874 4.51177
H 1.35574 0.71837 5.32027
H 0.17575 -1.21018 6.15123
H -0.67028 -3.49238 5.62858
H -0.91881 -4.13977 3.22650
H -0.30527 -2.46682 1.48100
O 1.67884 -1.96208 0.48314
S 2.93437 -1.99436 1.31896
O 3.10451 -3.25823 1.98241
O 2.89598 -0.83937 2.22097
C 4.14703 -1.76435 0.02268
C 4.72604 -2.86556 -0.45818
C 5.36390 -3.04707 -1.73556
C 5.46621 -2.16582 -2.73638
C 5.05256 -0.72912 -2.79797
C 3.86969 -0.46869 -0.55925
S 4.48612 1.10683 0.19275
O 5.36953 1.69470 -0.78729
O 5.05991 0.84214 1.47749
O 3.17985 1.83784 0.26496
H 4.66110 -3.73524 0.18028
H 5.76680 -4.04142 -1.89469
H 5.97396 -2.50571 -3.62997
H 4.95502 -0.43262 -3.84648
I 0.95042 2.86075 -0.68072
C -0.90079 3.51137 -1.69492
C -0.67216 4.50068 -2.62551
C -1.70381 5.09570 -3.35652
C -2.98935 4.71445 -3.11546
C -3.27470 3.69343 -2.18784
C -4.62556 3.34547 -1.98928
C -4.97490 2.35561 -1.12020
C -3.96412 1.65803 -0.46421
C -2.62460 1.94942 -0.63358
P -1.59150 0.72395 0.29870
C -2.23840 1.17436 1.95668
C -1.86428 2.46986 2.32346
C -2.20433 2.98387 3.55800
C -2.91750 2.20418 4.45689
C -3.28288 0.91687 4.10668
C -2.95046 0.40117 2.86302
C -2.35869 -0.79404 -0.37459
C -2.67888 -1.93081 0.35733
C -3.14850 -3.06670 -0.28209
C -3.29044 -3.08759 -1.65865
C -2.93092 -1.97313 -2.40026
C -2.46522 -0.83897 -1.76585
C -2.22063 3.02399 -1.47462
H 0.34037 4.83682 -2.78149
H -1.47644 5.85818 -4.08524
H -3.81615 5.18392 -3.62633
H -5.37926 3.88443 -2.54354
H -6.00685 2.09270 -0.95267
H -4.24434 0.84199 0.18823
H -1.30967 3.08174 1.62376
H -1.91397 3.99050 3.81922
H -3.19390 2.60386 5.42162
H -3.83795 0.30302 4.80251
H -3.26985 -0.59872 2.61974
H -2.55148 -1.95765 1.42766
H -3.40013 -3.94098 0.30260
H -3.66738 -3.97191 -2.15136
H -3.00653 -1.99211 -3.47683
H -2.17567 0.02264 -2.34920
C 0.75082 -3.13852 -2.09269
O 0.36387 -1.81425 -2.42886
P 1.16358 -0.53140 -1.86865
O 0.56550 0.56280 -2.91107
C 0.62456 0.41852 -4.32632
O 2.60979 -0.92754 -2.53227
C 3.79686 -0.28348 -2.05099
H 1.55861 -3.46222 -2.75111
H -0.13309 -3.75606 -2.25175
H 1.08139 -3.19448 -1.05434
H -0.34578 0.71413 -4.72487
H 0.84542 -0.61176 -4.60438
H 1.39628 1.07875 -4.72343
H 3.69313 0.79894 -2.21887
H 5.85281 -0.11856 -2.35887
H 2.86569 -0.28023 -0.22606

Properties
LUMO   -0.23 eV
HOMO energy   -8.10 eV
ΔE to the lowest compared entry with this formula, charge and spin   70.6 kcal per mole

---

The following is a DFT calculation (ωB97M-V/def2-TZVPD) of a cluster of 6 separate species, C22H57I3N6O6PS5 in total.

Atoms and positions in Å:
C 1.24601 -2.84324 1.86582
C 2.25225 -2.58891 0.68031
I 4.07973 -1.54912 1.35024
C 1.64475 -1.99971 -0.62893
N 0.88063 -0.75506 -0.59946
C -0.25561 -0.65987 -1.39770
N -0.26607 -0.63061 -2.70457
I 1.46833 -0.63489 -3.78291
N -1.57077 -0.54940 -0.74050
P -1.62288 -1.96292 0.31212
O -2.18368 -1.61477 1.85295
I -3.47633 -3.30847 -0.66546
C -1.51991 0.78782 -0.09398
C -1.50864 1.86037 -1.29918
N -0.19029 2.49188 -1.51025
C -2.84595 1.17643 0.69919
C -4.14977 0.67041 -0.03495
C -5.48022 1.21419 0.59172
C -5.56923 2.78163 0.69920
N -6.97307 3.26739 0.85317
C -0.29296 1.03872 0.85352
C 1.02930 0.21386 0.47495
N 2.01122 1.25830 0.01738
H 1.85611 -3.26438 2.70824
H 0.58171 -3.68525 1.53444
H 0.68746 -1.94199 2.19617
H 2.63315 -3.61096 0.41167
H 1.00513 -2.81057 -1.08162
H 2.49932 -1.89257 -1.36107
H -1.18079 -0.56306 -3.15665
H -1.52905 -1.80413 2.53765
H -2.25864 2.67665 -1.13263
H -1.81041 1.38534 -2.27310
H -0.05065 3.23611 -0.82937
H -0.16855 2.94940 -2.42387
H -2.95622 2.29303 0.77213
H -2.80063 0.83923 1.76943
H -4.16537 -0.44611 0.05589
H -4.10298 0.88862 -1.13701
H -5.70706 0.71702 1.57274
H -6.31083 0.88822 -0.09706
H -5.06139 3.29990 -0.14695
H -5.05396 3.09528 1.65029
H -7.41234 3.08264 -0.05148
H -7.43194 2.62479 1.50120
H -0.04170 2.11863 0.99948
H -0.60996 0.68630 1.87712
H 1.42934 -0.13262 1.45360
H 2.74114 1.31404 0.74970
H 2.47335 0.89773 -0.82153
C 4.44060 -8.20415 -0.02121
S 4.23035 -6.61731 0.80727
O 2.78205 -6.25249 0.72444
C 5.10035 -5.64516 -0.43801
H 3.93502 -8.96832 0.56752
H 4.00100 -8.16310 -1.01861
H 5.50300 -8.44103 -0.08696
H 4.61749 -5.76723 -1.40887
H 6.14017 -5.96887 -0.49270
H 5.06424 -4.59573 -0.14413
C 1.85853 3.31922 4.75223
S 3.12913 3.33952 3.47542
O 2.70946 2.37199 2.41300
C 4.40186 2.53398 4.46712
H 0.94695 3.74578 4.33526
H 1.66866 2.29292 5.07112
H 2.18636 3.92246 5.59893
H 4.04959 1.55739 4.80324
H 4.64462 3.16249 5.32435
H 5.28960 2.40697 3.84869
C -0.11899 7.14235 0.72973
S 1.03016 5.81200 1.13268
O 1.97513 6.33339 2.16300
C 1.89464 5.82454 -0.44982
H -0.74254 7.33420 1.60216
H 0.43541 8.04576 0.47329
H -0.74961 6.83719 -0.10661
H 2.32194 6.81105 -0.63106
H 1.19868 5.56416 -1.24854
H 2.69266 5.08407 -0.41072
C -4.36608 -7.12552 0.06311
S -5.56434 -6.88669 -1.26367
O -6.05186 -5.47600 -1.17886
C -6.84157 -7.93840 -0.54828
H -3.48666 -6.52078 -0.15454
H -4.79782 -6.81043 1.01413
H -4.08015 -8.17700 0.10893
H -7.11425 -7.56963 0.44123
H -6.47234 -8.96232 -0.48084
H -7.71395 -7.91032 -1.19974
C 2.48334 3.02750 -4.77388
S 3.50169 3.99753 -3.64255
O 2.81803 5.30836 -3.44551
C 4.85957 4.26415 -4.79827
H 1.55122 2.77930 -4.26717
H 2.26541 3.60758 -5.67169
H 3.00785 2.10822 -5.03869
H 4.49156 4.76713 -5.69328
H 5.30645 3.30450 -5.06154
H 5.60630 4.88952 -4.31113

Properties
LUMO   -4.20 eV
Net charge   +1
HOMO energy   -10.39 eV

---

The following is a DFT calculation (ωB97M-V/def2-TZVPD) of a cluster of 2 separate species, CH3N3O in total.

Atoms and positions in Å:
C 1.54874 -1.25394 0.66332
N 1.13443 -0.63147 -0.34143
N 2.06587 -2.25577 1.18268
N -1.53030 0.57810 -0.85836
O 0.58125 0.37460 -0.71092
H -1.52626 1.41880 -1.33409
H 2.47946 -2.26699 2.04395
H -1.67654 0.83626 0.08053

Properties
LUMO (spin up / spin down)   -1.83 / -1.83 eV
HOMO energy (spin up / spin down)   -8.65 / -8.65 eV
ΔE to the lowest compared entry with this formula, charge and spin   171.8 kcal per mole

---

The following is a DFT calculation (ωB97M-V/def2-TZVPD) of a structure of composition C40H31AuCl6NO2P2.

Atoms and positions in Å:
Au -0.10512 -0.43315 -1.46444
C 1.30727 1.75080 0.86497
N 1.20853 0.68562 1.82151
C 1.78702 -0.56463 1.39556
P 0.66897 -1.65437 0.42466
C -0.50595 -2.40848 1.54687
C -0.23865 -3.63995 2.14133
C -1.13209 -4.15817 3.06660
C -2.28044 -3.44951 3.39440
C -2.55134 -2.22732 2.79178
C -1.67037 -1.70692 1.85910
C 1.81418 -2.91715 -0.18507
C 1.38358 -3.83983 -1.13841
C 2.24002 -4.83278 -1.58567
C 3.53302 -4.91665 -1.09276
C 3.96913 -4.00621 -0.14067
C 3.11677 -3.01345 0.31545
C 1.17549 0.96739 3.21606
C 1.60228 2.18964 3.73015
C 1.52380 2.43697 5.09444
C 1.04530 1.46881 5.96251
C 0.64028 0.24425 5.45122
C 0.69309 -0.00572 4.08891
P 0.03143 1.61135 -0.43245
C -1.53504 1.76227 0.43890
C -1.57557 2.12141 1.78965
C -2.79192 2.19715 2.44767
C -3.97171 1.91770 1.77128
C -3.93698 1.56456 0.43072
C -2.72394 1.48184 -0.23274
C 0.27937 3.03421 -1.49994
C -0.78788 3.88035 -1.79464
C -0.59857 4.95311 -2.65416
C 0.64922 5.18600 -3.21198
C 1.72028 4.35538 -2.90397
C 1.53833 3.28061 -2.05147
H 2.28938 1.81556 0.37631
H 1.11551 2.71684 1.32895
H 2.13360 -1.11609 2.26987
H 2.65289 -0.38489 0.74268
H 0.65630 -4.19183 1.88075
H -0.93335 -5.11640 3.52736
H -2.97605 -3.85982 4.11475
H -3.45566 -1.68638 3.03673
H -1.89524 -0.77035 1.36233
H 0.38749 -3.78427 -1.54488
H 1.88941 -5.53877 -2.32692
H 4.20094 -5.69050 -1.44733
H 4.97391 -4.06888 0.25510
H 3.49070 -2.33417 1.06900
H 2.02764 2.94965 3.08792
H 1.86123 3.39156 5.47625
H 0.99325 1.66353 7.02480
H 0.26157 -0.52370 6.11335
H 0.33175 -0.95168 3.70500
H -0.67871 2.34114 2.34975
H -2.81225 2.47470 3.49323
H -4.91906 1.97433 2.29143
H -4.85200 1.33856 -0.09971
H -2.70755 1.17969 -1.26773
H -1.76432 3.70281 -1.36338
H -1.42966 5.60500 -2.88698
H 0.79132 6.01935 -3.88743
H 2.69538 4.53787 -3.33654
H 2.37838 2.63109 -1.83402
Cl 2.65450 -0.04368 -2.78784
C 1.37340 0.63806 -3.75799
C 0.06655 0.50177 -3.32551
C -0.94277 0.96122 -4.15665
Cl -2.58698 0.61291 -3.75540
C -0.65686 1.66305 -5.32642
Cl -1.92841 2.27585 -6.29882
C 0.67219 1.86621 -5.69585
Cl 1.04382 2.77139 -7.10302
C 1.69624 1.32339 -4.92287
Cl 3.33573 1.55102 -5.37833
Cl -1.82211 -5.03362 -2.43493
C -2.81022 -3.56679 -2.24426
C -2.03908 -2.32730 -1.83874
O -2.57050 -1.52117 -1.08885
O -0.85679 -2.17276 -2.36024
H -3.56329 -3.76214 -1.48927
H -3.29403 -3.37644 -3.20101

Properties
LUMO   -3.80 eV
Net charge   +1
HOMO energy   -10.97 eV
ΔE to the lowest compared entry with this formula, charge and spin   0.0 kcal per mole

---

no.,maximum force (eV/Å)
1,3.3
2,4.0
3,4.9
4,0.4